DFT (ωB97M-V with the def2-TZVPD basis set) results for one molecule with the formula C6H7BrN2SSi.

The LUMO energy (spin up / spin down) is -0.97 / -0.97 eV. As for the net charge: 0. For the energy above the lowest of the compared OMol25 structures with the same formula, charge and spin, the calculation gives 356.8 kJ/mol. The orbital gap (spin up / spin down) comes out at 7.01 / 7.01 eV.

Each atom is followed by the atoms it is bonded to, with distances in Å.
Atoms and positions in Å:
1 C 1.204 0.583 1.139  C2 1.432, Si9 1.879, H12 1.114
2 C 0.069 -0.090 0.583  C1 1.432, C3 1.464, N7 1.314
3 C -0.029 -0.386 -0.847  C2 1.464, C5 1.541, N8 1.255
4 C -1.433 0.095 2.357  N7 1.275, Br11 1.772
5 C 1.042 0.032 -1.873  C3 1.541, S10 1.767, H13 1.070, H14 1.047
6 C -1.232 -1.112 -2.634  N8 1.405, S10 1.960, H15 1.022, H16 1.182
7 N -0.946 -0.470 1.324  C2 1.314, C4 1.275
8 N -1.094 -0.915 -1.250  C3 1.255, C6 1.405
9 Si 1.035 1.367 2.838  C1 1.879, H17 1.544, H18 1.422
10 S 0.226 -0.076 -3.437  C5 1.767, C6 1.960
11 Br -2.324 -0.854 3.560  C4 1.772
12 H 2.011 1.016 0.504  C1 1.114
13 H 1.241 1.035 -1.559  C5 1.070
14 H 1.813 -0.672 -1.801  C5 1.047
15 H -0.955 -2.068 -2.866  C6 1.022
16 H -2.287 -0.867 -3.105  C6 1.182
17 H 0.491 0.606 4.066  Si9 1.544
18 H 1.169 2.774 2.999  Si9 1.422

Results of the natural (NBO) charge analysis, in e, for atoms 1 through 5: -0.77, 0.16, 0.27, -0.02, -0.62